{"formula": "C23H34CrN6O2S", "method": "ωB97M-V/def2-TZVPD", "s2": 0.761, "total_energy_ha": -2818.28280, "charge": 1, "spin_multiplicity": 2, "symbols": ["Cr", "S", "O", "O", "N", "N", "N", "N", "N", "N", "C", "C", "C", "C", "C", "C", "C", "C", "C", "C", "C", "C", "C", "C", "C", "C", "C", "C", "C", "C", "C", "C", "C", "H", "H", "H", "H", "H", "H", "H", "H", "H", "H", "H", "H", "H", "H", "H", "H", "H", "H", "H", "H", "H", "H", "H", "H", "H", "H", "H", "H", "H", "H", "H", "H", "H", "H"], "coordinates": [[-0.143, 0.103, 0.309], [-2.509, -1.506, 1.821], [-3.718, -1.570, 1.038], [-2.371, -0.349, 2.683], [0.576, -1.744, -1.269], [2.186, -0.207, 0.321], [0.693, 2.152, -0.227], [-0.778, 0.605, -2.070], [-1.892, 1.299, 0.413], [-1.199, -1.589, 0.795], [1.084, -4.100, -2.665], [2.067, 2.224, 0.303], [-1.366, -4.094, 4.691], [-1.702, -5.099, -0.473], [-2.479, -2.850, 2.988], [-1.312, -3.172, 3.662], [-0.721, -5.203, -1.415], [1.804, -2.970, -2.929], [1.498, -1.811, -2.206], [2.860, 1.013, -0.152], [-1.120, -2.779, 0.061], [0.358, 0.300, 2.327], [-2.575, -4.685, 5.064], [-0.204, 3.036, 0.551], [-1.652, 2.735, 0.206], [-3.727, -4.353, 4.357], [-0.137, -2.858, -0.974], [-2.622, -5.647, 6.217], [-1.901, -3.916, 0.249], [0.071, -4.076, -1.686], [0.348, 1.378, -2.592], [0.677, 2.538, -1.660], [-3.688, -3.434, 3.321], [-0.460, -4.360, 5.221], [2.411, -0.367, 1.297], [-2.306, 3.348, 0.827], [-4.581, -3.161, 2.772], [-0.051, 2.823, 1.609], [2.023, 2.221, 1.390], [-4.669, -4.818, 4.622], [2.515, -1.010, -0.196], [-1.654, 1.078, -2.261], [1.202, 0.708, -2.665], [-3.633, -6.011, 6.388], [-1.855, 2.997, -0.833], [0.442, -0.710, 2.733], [2.906, 0.985, -1.242], [1.645, 2.947, -1.953], [-2.702, -3.910, 0.962], [0.166, 1.786, -3.591], [2.045, -0.897, -2.418], [-0.055, 3.332, -1.814], [-1.973, -6.504, 6.034], [-0.825, -0.303, -2.517], [1.272, -5.022, -3.200], [-0.432, 0.792, 2.892], [1.293, 0.819, 2.565], [-0.378, -2.701, 3.384], [0.024, 4.093, 0.377], [2.586, -2.950, -3.674], [-2.689, 0.976, -0.127], [-0.554, -6.122, -1.962], [-2.343, -5.945, -0.265], [2.566, 3.146, -0.012], [3.885, 1.097, 0.216], [-2.274, -5.159, 7.129], [-2.162, 1.105, 1.384]]}

{"formula": "C17H30Br3F3N3O4Si", "method": "ωB97M-V/def2-TZVPD", "total_energy_ha": -9441.55557, "charge": 1, "symbols": ["Br", "Br", "Br", "Si", "F", "F", "F", "O", "O", "O", "O", "N", "N", "N", "C", "C", "C", "C", "C", "C", "C", "C", "C", "C", "C", "C", "C", "C", "C", "C", "C", "H", "H", "H", "H", "H", "H", "H", "H", "H", "H", "H", "H", "H", "H", "H", "H", "H", "H", "H", "H", "H", "H", "H", "H", "H", "H", "H", "H", "H", "H"], "coordinates": [[8.812, 2.205, -0.768], [3.442, 5.428, 2.514], [2.294, 4.026, -1.887], [1.484, -1.105, 1.380], [2.371, 6.437, 0.028], [4.765, 5.808, -0.099], [1.918, 3.555, 1.002], [-6.616, -2.520, -2.355], [-5.727, 0.469, -0.940], [-3.922, -2.062, -0.865], [6.710, 0.258, -1.407], [3.241, -0.755, 1.524], [5.533, 0.049, 1.443], [5.546, -0.974, 2.399], [0.547, -0.491, 2.973], [0.668, -0.558, -0.275], [1.327, -3.062, 1.427], [4.150, 0.255, 0.862], [3.439, 5.486, 0.476], [3.698, 1.359, -0.262], [-4.318, 0.358, -1.151], [-5.940, -3.369, -1.426], [-3.978, -0.982, -1.806], [4.291, 2.880, 0.099], [6.841, 0.774, 1.203], [-6.053, 1.513, -0.037], [-5.188, -2.533, -0.387], [7.272, 0.927, -0.371], [4.133, -1.522, 2.500], [2.999, 3.939, 0.019], [-6.999, -3.215, -3.531], [-7.660, -4.049, -3.288], [0.180, -3.303, 1.363], [4.197, 1.051, -1.281], [-5.796, -1.711, -0.002], [-5.700, 2.475, -0.417], [-0.597, -0.776, 2.931], [1.005, -1.035, 3.931], [-2.968, -0.908, -2.222], [5.054, 3.245, -0.740], [7.685, 0.108, 1.717], [1.869, -3.418, 0.425], [-0.454, -0.964, -0.246], [1.869, -3.504, 2.368], [-6.112, -3.575, -4.063], [3.679, -2.366, 3.195], [-5.620, 1.313, 0.948], [-4.954, -3.184, 0.463], [-4.014, 1.178, -1.812], [1.237, -0.882, -1.244], [0.551, 0.630, -0.235], [-4.649, -1.215, -2.635], [6.858, 1.801, 1.808], [-6.698, -3.982, -0.924], [-3.787, 0.445, -0.196], [0.655, 0.657, 3.174], [-7.141, 1.551, 0.066], [2.544, 1.501, -0.391], [-5.236, -4.020, -1.952], [4.795, 2.876, 1.162], [-7.531, -2.518, -4.184]]}

{"formula": "C2H2F2S2", "method": "ωB97M-V/def2-TZVPD", "relative_energy_kcal_mol": 80.9, "symbols": ["S", "S", "F", "F", "C", "C", "H", "H"], "coordinates": [[-1.404, -1.352, 0.426], [1.857, 0.543, 0.207], [2.795, -0.858, -0.261], [-2.079, 1.086, -0.071], [-0.971, 0.379, 0.015], [0.322, 0.760, -0.154], [-2.699, -1.379, 0.876], [2.179, 0.819, -1.039]]}

{"formula": "C24H49N2O8P2", "method": "ωB97M-V/def2-TZVPD", "total_energy_ha": -2337.27783, "charge": 1, "symbols": ["P", "P", "O", "O", "O", "O", "O", "O", "O", "O", "N", "N", "C", "C", "C", "C", "C", "C", "C", "C", "C", "C", "C", "C", "C", "C", "C", "C", "C", "C", "C", "C", "C", "C", "C", "C", "H", "H", "H", "H", "H", "H", "H", "H", "H", "H", "H", "H", "H", "H", "H", "H", "H", "H", "H", "H", "H", "H", "H", "H", "H", "H", "H", "H", "H", "H", "H", "H", "H", "H", "H", "H", "H", "H", "H", "H", "H", "H", "H", "H", "H", "H", "H", "H", "H"], "coordinates": [[-1.611, 1.553, -3.358], [4.686, -3.825, -1.534], [3.522, -2.924, -2.016], [-1.309, 0.017, -4.096], [-2.858, 0.781, -2.585], [4.420, -4.936, -2.747], [5.987, -4.831, -0.997], [-1.882, 2.927, -2.698], [5.862, -2.960, -2.320], [-0.429, 1.173, -2.247], [-6.180, 2.411, 2.693], [-4.758, 1.578, 5.277], [0.737, 4.569, 3.921], [-2.022, 4.032, 2.413], [-2.477, 1.550, 3.905], [0.474, 2.107, 5.385], [-1.191, 5.394, 2.037], [-0.103, 3.186, 4.294], [7.122, -2.006, -0.486], [-0.225, 2.436, -0.210], [-4.040, 2.032, 4.006], [6.180, -6.170, -1.424], [-6.950, 2.375, 3.994], [0.241, 5.698, 2.834], [-1.565, 2.901, 3.533], [3.133, -5.126, -3.320], [0.338, 2.177, -1.596], [-0.422, -1.706, -2.643], [-4.369, 0.275, -4.407], [6.290, -1.748, -1.727], [7.026, -6.221, -2.688], [3.038, -4.369, -4.632], [-0.168, -0.781, -3.824], [-6.032, 2.433, 5.351], [-4.992, 1.466, 2.751], [-4.166, 0.988, -3.084], [7.940, -2.701, -0.704], [0.471, -2.295, -2.414], [-5.682, 3.544, 5.555], [-3.057, 3.873, 1.848], [-4.973, 0.548, 5.270], [6.597, -5.632, -3.501], [-5.412, 0.345, -4.729], [0.729, -0.170, -3.692], [-6.720, 2.106, 6.246], [-5.444, 0.395, 3.022], [5.426, -1.118, -1.495], [-4.864, 0.587, -2.343], [0.165, 2.437, 6.465], [0.091, 1.004, 5.191], [7.144, -7.252, -3.034], [2.335, -4.848, -2.624], [1.664, 2.057, 5.329], [-1.282, 2.707, -0.246], [-7.595, 1.391, 4.019], [-4.181, 1.824, 6.112], [-0.717, -1.163, -1.742], [0.399, 3.092, -2.195], [-2.352, 0.841, 2.956], [2.038, -4.467, -5.067], [-7.626, 3.358, 4.004], [-0.157, 1.530, 0.401], [-4.393, 1.372, 1.750], [1.737, 4.746, 4.503], [0.325, 3.239, 0.290], [-4.366, 2.059, -3.182], [7.542, -1.073, -0.100], [0.852, 6.689, 2.604], [3.016, -6.198, -3.513], [0.009, -1.396, -4.711], [-1.617, 6.133, 1.213], [6.515, -2.461, 0.302], [8.019, -5.800, -2.495], [-4.185, 3.216, 3.975], [6.896, -1.219, -2.469], [3.261, -3.308, -4.506], [-4.092, -0.781, -4.326], [6.724, -6.684, -0.625], [3.771, -4.758, -5.348], [-3.740, 0.715, -5.187], [-5.785, 3.373, 2.501], [5.229, -6.699, -1.534], [-2.076, 0.977, 4.843], [1.361, 1.799, -1.504], [-1.246, -2.392, -2.870]]}

{"formula": "C33H26BrClINO3PPd", "method": "ωB97M-V/def2-TZVPD", "relative_energy_kcal_mol": 30.9, "charge": -1, "symbols": ["I", "Pd", "Br", "Cl", "P", "O", "O", "O", "N", "C", "C", "C", "C", "C", "C", "C", "C", "C", "C", "C", "C", "C", "C", "C", "C", "C", "C", "C", "C", "C", "C", "C", "C", "C", "C", "C", "C", "C", "C", "C", "C", "C", "H", "H", "H", "H", "H", "H", "H", "H", "H", "H", "H", "H", "H", "H", "H", "H", "H", "H", "H", "H", "H", "H", "H", "H", "H", "H"], "coordinates": [[0.565, -2.650, 4.155], [-1.043, 0.732, 0.562], [-7.703, 1.222, 0.611], [-1.298, -7.853, -0.968], [1.466, 1.086, 0.042], [-1.206, -1.438, 1.021], [-0.631, 0.881, 3.199], [-1.656, -1.175, -1.153], [0.543, 0.570, 5.117], [1.312, -2.248, -3.141], [0.416, 4.717, -1.632], [5.819, 2.652, 0.136], [1.223, 3.645, -1.277], [3.645, 2.411, 1.129], [0.836, 0.028, -2.516], [-3.742, 1.252, -0.649], [-1.496, 3.609, -0.633], [-0.997, -4.220, 0.680], [0.646, 2.554, -0.636], [-0.956, -5.596, 0.497], [4.139, 1.302, -0.941], [1.947, -2.449, -1.921], [2.025, -1.411, -1.007], [0.240, 0.300, 3.798], [-5.106, 0.809, 1.727], [-0.716, 2.504, -0.280], [-0.937, 4.691, -1.304], [-3.011, 0.984, 0.506], [-5.131, 1.319, -0.629], [-1.436, -1.875, -0.165], [-1.776, -5.303, -1.757], [-1.347, -6.119, -0.723], [0.767, -1.009, -3.437], [-1.416, -3.381, -0.344], [1.110, -0.741, 3.126], [4.927, 2.937, 1.162], [-1.803, -3.931, -1.559], [-3.715, 0.747, 1.686], [5.426, 1.825, -0.906], [1.470, -0.163, -1.296], [3.231, 1.603, 0.070], [-5.794, 1.107, 0.566], [0.379, 0.984, -2.738], [-2.121, -3.256, -2.344], [-0.700, -3.780, 1.621], [-5.689, 1.531, -1.533], [6.817, 3.072, 0.149], [0.919, -0.203, 5.646], [-2.547, 3.637, -0.370], [-2.080, -5.739, -2.699], [2.366, -3.418, -1.676], [2.523, -1.569, -0.055], [0.836, 5.571, -2.148], [-3.171, 0.510, 2.593], [2.145, -0.824, 3.429], [-3.225, 1.402, -1.588], [2.946, 2.635, 1.928], [6.119, 1.594, -1.706], [1.235, -3.063, -3.850], [-0.197, 1.064, 5.594], [-5.643, 0.623, 2.648], [-0.625, -6.254, 1.290], [0.263, -0.851, -4.383], [0.824, -1.031, 2.125], [5.230, 3.575, 1.983], [3.838, 0.664, -1.762], [-1.565, 5.533, -1.575], [2.286, 3.662, -1.494]]}

{"formula": "C19H32NO4SbSeV", "method": "ωB97M-V/def2-TZVPD", "s2": 2.300, "total_energy_ha": -4684.42371, "charge": 1, "spin_multiplicity": 3, "symbols": ["Sb", "Se", "V", "O", "O", "O", "O", "N", "C", "C", "C", "C", "C", "C", "C", "C", "C", "C", "C", "C", "C", "C", "C", "C", "C", "C", "C", "H", "H", "H", "H", "H", "H", "H", "H", "H", "H", "H", "H", "H", "H", "H", "H", "H", "H", "H", "H", "H", "H", "H", "H", "H", "H", "H", "H", "H", "H", "H", "H"], "coordinates": [[0.275, 0.995, -0.033], [3.657, -0.690, -0.195], [1.617, -1.383, -0.066], [1.223, -1.699, 1.951], [0.560, -3.037, 3.566], [1.216, -1.908, -2.078], [0.565, -3.549, -3.465], [0.759, -3.202, 0.025], [-0.211, -4.970, 1.312], [0.764, -3.053, -2.265], [-1.793, 0.340, 2.095], [-1.780, 0.526, 0.578], [0.423, -3.744, 1.229], [-2.777, 1.610, 0.175], [0.751, -2.802, 2.283], [1.581, 1.849, -2.625], [2.329, 3.058, 0.794], [1.494, 1.633, 2.658], [-0.319, 3.350, -1.959], [0.433, -3.871, -1.114], [-2.139, -0.802, -0.091], [-0.195, -5.093, -1.098], [-0.511, -5.663, 0.141], [1.090, 2.423, 1.414], [0.178, 1.912, -2.019], [0.061, 3.493, 1.763], [-0.756, 1.050, -2.867], [-0.431, 0.008, -2.885], [2.735, 3.789, 1.501], [0.458, 4.111, 2.575], [-1.505, -1.615, 0.278], [-3.176, -1.058, 0.150], [-2.752, -0.099, 2.391], [-2.882, 1.696, -0.907], [0.218, -3.926, 3.726], [-1.790, 1.091, -2.525], [-0.390, 3.742, -2.980], [-0.738, 1.421, -3.897], [-0.880, 3.068, 2.111], [2.132, 0.783, 2.414], [0.840, -2.903, -4.134], [-0.999, -0.327, 2.438], [-2.505, 2.589, 0.572], [-0.148, 4.151, 0.921], [-0.490, -5.390, 2.270], [0.372, 3.992, -1.414], [2.063, 2.296, 3.318], [-1.007, -6.621, 0.189], [-1.693, 1.290, 2.620], [-1.306, 3.434, -1.502], [3.106, 2.319, 0.594], [-0.445, -5.585, -2.027], [1.530, 2.199, -3.662], [-3.763, 1.355, 0.579], [2.108, 3.590, -0.130], [2.291, 2.485, -2.100], [-2.050, -0.764, -1.177], [1.975, 0.831, -2.635], [0.632, 1.272, 3.218]]}

Asked for largest force on an atom across the records above, the calculation gives 0.040, 0.188, 0.075, 0.185, 0.044, 0.004 Eh/bohr in order.